The following is a quantum chemistry calculation of 2 unconnected molecules or ions with the total composition C23H22N2O2S at a distorted geometry, from OMol25.

```
50
Properties=species:S:1:pos:R:3:nbo_charge:R:1
S 1.78242 -1.11189 1.33089 2.19
O 2.10965 -0.37109 0.13998 -0.94
O 2.83796 -1.67094 2.15191 -0.97
N -1.76567 -0.89303 2.52853 -0.50
N -0.81261 -1.07634 5.44709 -0.32
C 1.84525 -1.22938 6.74909 -0.18
C 1.49899 -1.88148 5.53415 -0.10
C 2.52500 -2.60998 4.87492 -0.11
C -0.88220 -4.59016 -0.00413 -0.19
C -0.64088 -0.53720 2.46456 0.29
C 2.39524 1.68654 2.42815 -0.24
C 2.67260 3.04544 2.53944 -0.20
C 0.13269 2.10572 3.20169 -0.28
C -2.20724 -1.52731 5.53674 -0.43
C -0.68728 -3.49839 -0.85718 -0.20
C 0.53382 -3.54644 1.65317 -0.20
C 3.16780 -1.15931 7.16983 -0.22
C 4.16761 -1.85526 6.47467 -0.15
C -0.55815 0.31231 5.82781 -0.42
C 1.70612 3.93190 3.03990 -0.26
C 0.45342 3.44403 3.42390 -0.21
C 0.72404 -2.46403 0.80170 -0.31
C 0.69791 -0.17299 2.41072 -0.72
C 3.83162 -2.59345 5.33276 -0.22
C 0.13263 -2.43799 -0.46516 -0.17
C -0.27485 -4.61139 1.25447 -0.21
C 0.15894 -1.86829 5.00276 0.28
C 1.08739 1.19493 2.68380 0.07
H 1.93013 4.99500 3.13230 0.21
H 5.19880 -1.82062 6.82183 0.22
H -0.15175 -2.69362 4.34734 0.23
H 4.59671 -3.16490 4.80471 0.23
H 1.00959 -3.54937 2.62960 0.20
H -1.45135 0.89221 5.56719 0.23
H 1.06214 -0.79141 7.36434 0.21
H 0.30155 -1.58466 -1.11914 0.25
H -2.78790 -0.71089 5.97998 0.22
H 0.30365 0.71235 5.27873 0.26
H -0.42387 -5.44755 1.93874 0.21
H -0.38557 0.41620 6.90920 0.20
H 3.19880 1.00734 2.14088 0.22
H -2.60762 -1.75430 4.54173 0.28
H -0.87588 1.74207 3.41216 0.21
H -1.17157 -3.46547 -1.83333 0.22
H -1.51322 -5.42388 -0.31499 0.22
H 3.41560 -0.58472 8.06376 0.22
H 3.64933 3.42217 2.23206 0.21
H -0.29120 4.09921 3.88166 0.21
H -2.28032 -2.42214 6.17342 0.21
H 2.26909 -3.19629 3.99841 0.23
```

As for the HOMO energy: -6.6 eV. The value obtained for the HOMO-LUMO gap is 5.004 eV. The value obtained for the energy above the lowest of the compared OMol25 structures with the same formula, charge and spin is 422.8 kJ/mol. As for the LUMO energy: -1.59 eV. The strongest force on any atom is 2.1 eV Å⁻¹.

The following is a quantum chemistry calculation of a single C23H22N2O3 molecule at a distorted geometry, from OMol25.

```
50
Properties=species:S:1:pos:R:3:nbo_charge:R:1
O 0.36434 -2.00382 0.96595 -0.44
O 0.16201 1.28101 2.83678 -0.70
O -2.47676 2.06825 -1.26497 -0.57
N 2.35753 -1.84203 1.06284 -0.47
N -1.59560 0.03718 1.82991 -0.37
C -4.23739 0.74694 0.72316 -0.38
C -1.00378 0.30193 -1.26861 -0.13
C 2.59798 -1.52410 -2.61015 -0.40
C -3.90701 0.91333 2.14231 -0.48
C -2.31719 0.79384 -1.14247 0.54
C 1.33044 -1.25870 -2.27694 0.04
C -3.23273 -0.06491 -0.04649 -0.27
C 1.33258 0.07572 -1.46628 -0.09
C 2.81237 0.14516 2.23552 -0.66
C 0.22355 0.73708 -1.16422 -0.04
C 1.53351 -2.49478 0.45048 0.33
C 3.54256 -0.53075 -2.07489 -0.52
C 0.09829 -1.57246 -2.53592 -0.28
C 2.89911 1.84149 -0.83109 -0.21
C 1.70262 2.37414 -0.43063 -0.20
C -0.37537 0.22767 2.05828 0.59
C 0.43351 -0.76237 1.47350 0.13
C -1.15196 -1.07125 -2.15656 -0.13
C -2.58853 1.17434 2.08404 -0.24
C 2.68622 0.38522 -1.55177 0.13
C -2.26704 -1.02745 1.02528 -0.18
C 1.84513 -0.74157 1.63792 0.20
C 0.30732 2.13603 -0.63809 -0.18
H -1.61368 -1.37627 0.37253 0.26
H -2.95118 -1.40187 1.48578 0.18
H -3.56380 -0.85203 -0.78159 0.22
H 3.22471 -0.19100 3.11657 0.23
H 3.75426 0.41339 1.54588 0.21
H 2.74137 -1.55874 -3.84014 0.24
H 1.84405 3.38046 0.16171 0.21
H -4.52535 1.74197 2.44850 0.25
H -2.19867 2.29187 1.70092 0.27
H 3.89310 2.02780 -0.61818 0.21
H 1.39297 -3.49838 0.15572 0.21
H -4.18480 -0.08228 2.51846 0.21
H 2.28395 1.16467 2.47197 0.28
H -0.43895 2.70212 -0.32846 0.23
H 0.02719 -2.52291 -3.04931 0.19
H 4.29512 -0.22878 -2.74088 0.24
H -5.21481 -0.02909 0.42914 0.18
H -2.27306 1.10639 3.31300 0.24
H 2.94586 -2.53482 -2.03636 0.24
H -4.45358 1.56371 0.23609 0.22
H 4.15602 -0.66627 -1.33114 0.26
H -2.09755 -1.51917 -2.30429 0.21
```

As for the HOMO energy: -7.2 eV. The structure (SMILES) is Cc1ncoc1C(=O)N1CCC[C@@H](C(=O)c2ccc3c4c(cccc24)CC3)C1. The value obtained for the HOMO-LUMO gap is 6.454 eV. The value obtained for the energy above the lowest of the compared OMol25 structures with the same formula, charge and spin is 1859.4 kJ/mol. As for the LUMO energy: -0.79 eV. The strongest force on any atom is 13.1 eV Å⁻¹.

The following is a quantum chemistry calculation of a single C23H22N2O6S molecule, from OMol25.

```
54
Properties=species:S:1:pos:R:3:nbo_charge:R:1
S -1.16006 2.65542 0.33903 2.31
O 2.75788 -0.64803 -0.32771 -0.51
O -0.60309 -3.04287 -0.99443 -0.66
O 4.50800 -2.36054 2.13655 -0.60
O 1.97144 -2.73552 -0.60431 -0.62
O -2.54709 3.02382 0.36192 -0.94
O -0.37298 2.87273 1.51946 -0.95
N 3.23267 -0.48675 2.25628 -0.61
N -0.34451 3.44771 -0.89698 -0.86
C -1.11664 -0.37773 2.87944 -0.22
C 1.77386 -1.53948 -0.49637 0.80
C 0.18940 -0.07147 3.22024 -0.17
C -3.09125 0.78199 -3.50208 -0.21
C -2.12678 0.16231 -0.36190 -0.12
C 3.95945 -1.42159 1.61181 0.65
C -2.80402 2.00747 -2.92449 -0.24
C 0.79561 -2.37778 2.96376 -0.22
C -1.00626 0.94558 -0.13256 -0.39
C 0.43653 -0.92975 -0.50731 -0.23
C -1.48780 2.40170 -2.73645 0.04
C -1.46743 -1.68260 2.57903 -0.22
C -0.74901 0.32594 -3.70498 -0.20
C -0.69601 -1.74387 -0.73151 0.40
C -1.15538 3.71146 -2.07605 -0.27
C 2.59770 -0.72996 3.54071 -0.25
C -0.46218 1.55317 -3.13741 -0.23
C 4.02047 -1.16011 0.09275 -0.18
C 1.15179 -1.07144 3.27727 -0.05
C -2.06575 -0.06273 -3.88831 -0.21
C 0.25779 0.41889 -0.20365 -0.11
C -0.50886 -2.68198 2.61842 -0.20
C -1.97235 -1.16927 -0.66910 -0.27
H -2.28976 -1.02103 -4.33192 0.22
H 0.56241 1.86092 -2.99150 0.22
H 4.25610 -2.09714 -0.41820 0.23
H 2.68707 0.16694 4.15810 0.21
H -2.82154 -1.80835 -0.84954 0.23
H -1.85254 0.41123 2.84034 0.22
H -2.48596 -1.92200 2.31285 0.21
H -3.60520 2.65926 -2.60959 0.22
H 2.78702 0.22784 1.69688 0.40
H -0.57075 4.34014 -2.75393 0.22
H 3.12889 -1.55923 4.01128 0.24
H 0.05481 -0.32839 -4.00838 0.22
H 0.34144 -3.31845 -0.93317 0.52
H 4.76318 -0.39802 -0.14691 0.22
H -3.10079 0.61791 -0.28416 0.25
H 1.10278 1.06045 -0.01685 0.24
H 0.10349 4.27078 -0.52121 0.41
H 1.54677 -3.15402 2.98742 0.22
H -0.77749 -3.69931 2.37615 0.22
H 0.45348 0.95415 3.43178 0.22
H -4.11919 0.48475 -3.64658 0.22
H -2.07937 4.23681 -1.80397 0.21
```

As for the HOMO energy: -8.8 eV. The structure (SMILES) is O=C(COC(=O)c1cc(S(=O)(=O)NCc2ccccc2)ccc1O)NCc1ccccc1. The value obtained for the HOMO-LUMO gap is 8.855 eV. The value obtained for the energy above the lowest of the compared OMol25 structures with the same formula, charge and spin is 68.1 kJ/mol. As for the LUMO energy: 0.01 eV. The strongest force on any atom is 0.8 eV Å⁻¹.